1.
93
Properties=species:S:1:pos:R:3:mulliken_charge:R:1 method="wB97M-V/def2-TZVPD" lumo_energy_ev="-4.322 / -8.447" spin_multiplicity=6 charge=+2
Pt 1.08 0.07 0.07 1.0323
C 0.58 -3.58 0.58 -1.3139
C 0.08 -2.94 -0.68 0.5555
C -0.63 -3.52 -1.73 -1.1392
C -0.79 -2.52 -2.68 0.9232
C -1.45 -2.59 -4.01 -1.3875
N -0.21 -1.40 -2.20 1.0088
N 0.33 -1.67 -0.98 -0.8793
B -0.01 -0.02 -2.87 -0.7873
N 1.50 0.34 -2.82 0.9256
N 2.13 0.46 -1.62 -0.5665
C 3.43 0.76 -1.85 0.6821
C 4.40 0.98 -0.74 -1.3003
C 3.62 0.82 -3.22 -1.2285
C 2.38 0.55 -3.80 0.9304
C 2.02 0.49 -5.25 -1.3295
N -0.80 1.05 -2.08 0.5031
N -0.55 1.26 -0.76 -0.4184
C -1.38 2.20 -0.31 0.5580
C -1.37 2.72 1.09 -0.9138
C -2.19 2.60 -1.37 -1.2132
C -1.80 1.86 -2.47 0.8182
C -2.32 1.89 -3.87 -1.4209
H 1.15 -4.48 0.34 0.4811
H 1.24 -2.90 1.13 0.2165
H -0.24 -3.88 1.22 0.0671
H -0.95 -4.54 -1.82 0.5724
H -1.90 -3.57 -4.15 0.4156
H -2.23 -1.83 -4.11 0.2491
H -0.73 -2.43 -4.82 0.2595
H -0.39 -0.05 -4.00 -0.0442
H 4.01 0.60 0.20 0.1702
H 5.34 0.48 -0.95 0.4151
H 4.61 2.05 -0.63 0.2787
H 4.54 1.03 -3.74 0.5129
H 2.88 0.77 -5.85 0.3681
H 1.71 -0.51 -5.53 0.2890
H 1.21 1.18 -5.48 0.2744
H -0.94 2.00 1.78 -0.0718
H -0.80 3.65 1.15 0.3290
H -2.38 2.93 1.42 0.3196
H -2.96 3.36 -1.35 0.5554
H -3.08 2.67 -3.95 0.3951
H -1.52 2.11 -4.58 0.2743
H -2.77 0.94 -4.15 0.2719
C 1.96 1.41 2.95 -1.4383
C 0.73 0.56 3.03 0.7055
O 0.04 0.48 4.03 -0.3694
N 0.38 -0.13 1.86 0.4851
Te -1.67 -1.72 3.00 1.3272
C -2.66 -3.19 4.12 0.4924
C -3.79 -3.86 3.62 0.5637
C -4.35 -3.67 2.24 -1.6021
C -4.39 -4.79 4.46 -0.9672
C -3.88 -5.09 5.72 0.5494
C -4.56 -6.09 6.61 -1.5810
C -2.73 -4.43 6.15 -0.7853
C -2.09 -3.48 5.37 0.6161
C -0.85 -2.80 5.88 -1.7483
C -3.18 -0.39 2.44 1.5339
C -3.50 -0.24 1.09 0.9381
C -2.89 -1.03 -0.04 -1.3781
C -4.49 0.68 0.77 -1.1979
C -5.15 1.42 1.73 0.3144
C -6.22 2.41 1.37 -1.7523
C -4.81 1.23 3.07 -1.0488
C -3.83 0.33 3.46 0.4156
C -3.52 0.13 4.92 -1.4663
H 2.13 1.89 3.91 0.3738
H 1.84 2.17 2.17 0.3368
H 2.83 0.80 2.69 0.3553
H -4.09 -2.71 1.79 0.1325
H -5.43 -3.75 2.25 0.4923
H -3.97 -4.46 1.58 0.3940
H -5.27 -5.32 4.10 0.4202
H -5.29 -6.68 6.06 0.3693
H -5.08 -5.57 7.42 0.3342
H -3.84 -6.76 7.07 0.3924
H -2.33 -4.66 7.13 0.4377
H -0.63 -3.11 6.90 0.4529
H -0.95 -1.71 5.90 0.3569
H 0.02 -3.05 5.27 0.2947
H -2.09 -1.71 0.29 -0.2949
H -2.47 -0.37 -0.80 0.1808
H -3.65 -1.65 -0.52 0.6758
H -4.76 0.82 -0.28 0.4029
H -6.35 2.49 0.29 0.3817
H -5.99 3.40 1.76 0.4030
H -7.18 2.11 1.80 0.3882
H -5.32 1.80 3.84 0.4861
H -4.00 0.90 5.52 0.5025
H -2.44 0.20 5.11 0.1864
H -3.86 -0.84 5.27 0.3002

=====

2.
105
Properties=species:S:1:pos:R:3:mulliken_charge:R:1 method="wB97M-V/def2-TZVPD" lumo_energy_ev=-0.835 smiles="CC(C)Cc1c(P(N)O)cc2c(c1CCCN)C(=O)N(OC(=O)c1ccccc1)C2=O.COC(=O)OC.COC(=O)OC.COC(=O)OC.COC(=O)OC"
C -6.43 -1.27 -0.06 -1.4883
C -5.18 -0.31 0.18 0.9353
C -5.71 0.93 1.01 -1.2641
C -4.10 -1.19 0.91 -1.3903
C -2.68 -0.56 0.99 0.2480
C -2.07 -0.25 2.32 0.8924
P -2.95 -0.55 3.96 0.0060
N -3.53 -2.22 4.00 -0.6680
O -4.32 0.43 4.05 -0.5634
C -0.71 0.30 2.47 -1.1963
C 0.08 0.54 1.27 0.8265
C -0.56 0.24 -0.04 0.7267
C -1.89 -0.31 -0.24 0.2553
C -2.37 -0.60 -1.69 -0.7988
C -1.49 -1.79 -2.29 -0.3177
C -1.01 -1.58 -3.78 -0.7493
N -1.75 -0.55 -4.54 -0.5477
C 0.56 0.67 -1.03 -0.7678
O 0.76 0.37 -2.17 -0.4411
N 1.41 1.62 -0.31 0.2896
O 0.92 2.93 -0.26 -0.2386
C 1.78 3.78 0.46 0.2505
O 2.91 3.95 0.08 -0.4073
C 1.37 4.50 1.77 0.6941
C 1.21 3.84 3.06 0.1824
C 0.85 4.56 4.29 -0.6527
C 0.61 6.00 4.23 -0.4408
C 0.78 6.65 2.93 -0.5660
C 1.16 5.96 1.71 -0.4833
C 1.52 1.06 1.06 -0.3016
O 2.49 1.00 1.75 -0.5367
H -6.09 -2.27 -0.45 0.3267
H -7.21 -0.79 -0.69 0.4065
H -6.85 -1.48 0.97 0.3348
H -4.88 0.06 -0.83 0.2168
H -5.24 1.86 0.60 0.3345
H -6.81 1.02 0.77 0.3890
H -5.63 0.82 2.11 0.1628
H -4.51 -1.45 1.92 0.6320
H -3.99 -2.16 0.35 0.2995
H -3.16 -2.58 4.89 0.3510
H -3.11 -2.71 3.21 0.2338
H -4.48 0.72 4.96 0.3381
H -0.27 0.53 3.47 0.3290
H -3.44 -0.90 -1.77 0.3259
H -2.26 0.37 -2.26 0.4629
H -0.60 -1.90 -1.62 0.0335
H -2.13 -2.71 -2.22 0.4473
H -1.17 -2.57 -4.31 0.2927
H 0.09 -1.40 -3.79 0.4845
H -1.21 -0.40 -5.39 0.2488
H -2.71 -0.83 -4.76 0.1447
H 1.36 2.74 3.17 0.2794
H 0.74 3.97 5.23 0.3647
H 0.31 6.52 5.17 0.3639
H 0.61 7.75 2.87 0.3234
H 1.32 6.46 0.73 0.3795
C -8.37 -5.23 -3.73 -0.6146
O -7.35 -4.95 -4.69 -0.3381
C -6.54 -3.93 -4.35 0.7701
O -6.62 -3.27 -3.35 -0.5357
O -5.64 -3.78 -5.33 -0.3262
C -4.71 -2.72 -5.10 -0.6323
H -8.95 -6.06 -4.11 0.2150
H -7.93 -5.52 -2.77 0.2907
H -9.03 -4.37 -3.61 0.2870
H -4.12 -2.91 -4.20 0.2196
H -5.22 -1.76 -5.03 0.3380
H -4.03 -2.69 -5.95 0.3033
C 2.89 -1.88 0.04 -0.5655
O 2.38 -3.19 -0.19 -0.3808
C 2.97 -3.84 -1.21 0.7806
O 3.86 -3.42 -1.90 -0.5642
O 2.40 -5.05 -1.31 -0.3367
C 2.94 -5.86 -2.36 -0.6760
H 2.34 -1.45 0.87 0.1165
H 3.95 -1.91 0.30 0.4420
H 2.74 -1.24 -0.84 0.3457
H 3.99 -6.06 -2.19 0.2987
H 2.78 -5.38 -3.33 0.2903
H 2.40 -6.81 -2.35 0.2505
C 6.43 9.74 -1.91 -0.6279
O 6.37 8.33 -1.72 -0.3254
C 5.55 7.94 -0.73 0.7637
O 4.90 8.67 -0.03 -0.5519
O 5.59 6.60 -0.66 -0.3256
C 4.76 6.04 0.36 -0.3423
H 7.12 9.93 -2.73 0.2173
H 5.45 10.13 -2.18 0.2899
H 6.81 10.23 -1.01 0.2899
H 3.72 6.29 0.18 0.0986
H 5.08 6.39 1.34 0.3206
H 4.87 4.97 0.32 0.2175
C 8.12 -3.43 4.35 -0.6272
O 7.62 -3.95 3.12 -0.3274
C 6.29 -4.08 3.08 0.7954
O 5.52 -3.80 3.96 -0.5467
O 5.95 -4.58 1.88 -0.3227
C 4.55 -4.77 1.69 -0.3079
H 9.20 -3.37 4.27 0.2213
H 7.73 -2.43 4.53 0.2907
H 7.87 -4.09 5.18 0.2902
H 4.02 -3.82 1.77 0.1465
H 4.16 -5.49 2.42 0.3509
H 4.40 -5.17 0.69 0.0419

=====

3.
95
Properties=species:S:1:pos:R:3:mulliken_charge:R:1 method="wB97M-V/def2-TZVPD" lumo_energy_ev="-4.569 / -4.222" spin_multiplicity=2 charge=+1
Re -0.63 0.22 0.74 2.4999
O -2.66 -0.24 0.96 -0.7637
C -3.30 -0.78 1.94 0.2458
C -4.61 -1.26 1.73 -0.6373
C -5.34 -1.84 2.74 -0.5798
C -4.80 -1.96 4.03 -0.7633
C -3.54 -1.48 4.28 -0.9734
C -2.76 -0.90 3.26 0.7830
C -1.49 -0.37 3.60 -0.0156
N -0.60 0.14 2.79 0.4056
N 0.51 0.66 3.35 -0.9455
C 0.82 1.90 3.18 0.1815
O 0.03 2.77 2.53 -0.5478
C 2.02 2.41 3.85 0.8194
C 2.29 3.78 3.82 -0.1230
C 3.38 4.28 4.51 -0.9430
C 4.20 3.42 5.22 -0.3689
C 3.94 2.06 5.24 -0.8283
C 2.85 1.55 4.57 -0.4032
H -5.03 -1.16 0.74 0.4715
H -6.33 -2.20 2.55 0.4445
H -5.37 -2.42 4.82 0.4427
H -3.12 -1.56 5.27 0.4342
H -1.25 -0.32 4.66 0.5479
H 1.63 4.44 3.28 0.5814
H 3.57 5.34 4.50 0.4347
H 5.04 3.82 5.76 0.4334
H 4.58 1.40 5.81 0.4274
H 2.62 0.49 4.60 0.4729
C -2.30 -0.85 -1.97 -1.2731
C -1.92 -2.22 -1.40 -1.1766
As -0.44 -2.12 -0.09 0.7163
C 1.20 -2.31 -1.12 0.8804
C 1.24 -2.44 -2.50 -0.4209
C 2.45 -2.52 -3.16 -0.6917
C 3.63 -2.50 -2.45 -0.8101
C 3.61 -2.37 -1.07 -0.7327
C 2.40 -2.28 -0.40 -0.9705
C -0.60 -3.92 0.68 0.5432
C -1.81 -4.33 1.23 -0.1337
C -2.01 -5.66 1.56 -0.7824
C -1.00 -6.58 1.37 -0.5373
C 0.24 -6.17 0.90 -0.7936
C 0.44 -4.84 0.55 -0.3508
As -0.70 0.29 -2.32 0.9198
C -1.33 2.13 -2.37 0.8747
C -0.34 3.10 -2.47 -0.5102
C -0.66 4.44 -2.51 -1.1140
C -1.99 4.83 -2.41 -0.6114
C -2.98 3.88 -2.27 -0.7188
C -2.66 2.53 -2.26 -0.5833
C -0.63 0.05 -4.30 0.8592
C -0.13 1.07 -5.09 -0.5509
C -0.21 1.00 -6.47 -0.7619
C -0.76 -0.12 -7.08 -0.5577
C -1.22 -1.16 -6.30 -0.9516
C -1.15 -1.08 -4.92 -0.2340
H -2.88 -0.30 -1.22 0.1279
H -2.91 -0.95 -2.87 1.1516
H -1.63 -2.93 -2.19 0.6690
H -2.78 -2.67 -0.88 0.7395
H 0.31 -2.49 -3.07 0.2050
H 2.46 -2.61 -4.24 0.4917
H 4.57 -2.58 -2.97 0.4198
H 4.54 -2.35 -0.51 0.5413
H 2.36 -2.16 0.68 0.5492
H -2.59 -3.60 1.40 0.1879
H -2.97 -5.98 1.94 0.4462
H -1.17 -7.63 1.58 0.3902
H 1.04 -6.88 0.78 0.4324
H 1.41 -4.52 0.18 0.3877
H 0.71 2.79 -2.50 0.5592
H 0.12 5.18 -2.61 0.4659
H -2.25 5.88 -2.43 0.4113
H -4.01 4.19 -2.16 0.4522
H -3.44 1.79 -2.16 0.3345
H 0.29 1.96 -4.64 0.3323
H 0.16 1.81 -7.08 0.4387
H -0.85 -0.17 -8.16 0.3977
H -1.64 -2.04 -6.76 0.4290
H -1.54 -1.91 -4.34 0.1946
Cl 5.07 4.80 0.71 -0.2187
C 3.95 3.50 0.63 -0.0268
C 4.41 2.20 0.44 -0.7972
C 3.51 1.17 0.36 -0.7989
C 2.12 1.40 0.51 0.5809
O 1.32 0.38 0.42 -0.4653
C 1.67 2.73 0.75 0.9296
C 0.21 2.98 1.07 -0.6417
O -0.69 2.23 0.44 -0.3529
C 2.59 3.76 0.79 -1.0163
H 5.47 2.02 0.35 0.4904
H 3.82 0.15 0.20 0.2682
H -0.02 4.05 0.93 0.5167
H 2.26 4.77 0.94 0.5179

=====

4.
15
Properties=species:S:1:pos:R:3:mulliken_charge:R:1 method="wB97M-V/def2-TZVPD" lumo_energy_ev=0.578 smiles="NC=O.CCS" e_above_lowest_kcal_mol=38.6
C 1.23 -3.09 -0.11 -0.7547
C 2.04 -1.80 -0.62 -0.5375
S 3.25 -2.37 -1.76 -0.1579
H 0.73 -3.60 -1.01 0.2319
H 2.14 -3.75 0.18 0.2400
H 0.54 -3.13 0.73 0.3190
H 2.53 -1.10 0.17 0.2762
H 1.47 -1.06 -1.14 0.2810
H 2.23 -2.43 -2.58 0.1019
C -3.28 3.90 1.39 0.2722
N -2.13 3.52 0.77 -0.3707
O -4.00 3.10 1.98 -0.5752
H -3.25 4.99 1.16 0.2321
H -1.46 4.23 0.34 0.2318
H -2.03 2.57 0.49 0.2097